Record 1
Entry from the Open Molecules 2025 dataset: C4H4O in the gas phase (ωB97M-V/def2-TZVPD).

- HOMO-LUMO gap (spin up / spin down) (eV) = 5.6 / 6.2
- E_HOMO (spin up / spin down) (eV) = -4.88 / -9.64

The geometry in ORCA input format:
```
! RIJCOSX wB97M-V def2-TZVPD def2/J DEFGRID3
* xyz 0 3
C -0.22297 -1.13592 0.04218
C -1.32580 -1.55404 0.12159
C 0.22799 1.40142 -0.09532
C 0.63746 -0.08623 -0.21734
O -0.79987 1.67051 0.34633
H -1.84278 -2.40300 0.02338
H 1.19090 0.25482 0.82553
H 0.94253 2.21880 -0.05185
H 1.19254 -0.36635 -0.99450
*
```



Record 2
Entry from the Open Molecules 2025 dataset: C4H4O in the gas phase (ωB97M-V/def2-TZVPD).

- HOMO-LUMO gap (spin up / spin down) (eV) = 7.2 / 7.9
- E_HOMO (spin up / spin down) (eV) = -6.03 / -10.23

The geometry in ORCA input format:
```
! RIJCOSX wB97M-V def2-TZVPD def2/J DEFGRID3
* xyz 0 3
C -0.61623 -0.62846 0.83907
C -1.23046 0.15340 0.04742
C 0.88714 -0.55383 -1.27912
C 0.30704 0.15222 -0.06262
O 0.65093 -1.65644 -1.79409
H -0.57166 -1.46254 1.50997
H -2.08897 0.61784 -0.34098
H 0.76364 0.91676 0.44713
H 1.69119 0.08125 -1.67945
*
```



Record 3
Entry from the Open Molecules 2025 dataset: C4H4O2 in the gas phase (ωB97M-V/def2-TZVPD).

- HOMO-LUMO gap (eV) = 9.2
- E_HOMO (eV) = -9.45

The geometry in ORCA input format:
```
! RIJCOSX wB97M-V def2-TZVPD def2/J DEFGRID3
* xyz 0 1
O -0.15559 2.09302 0.85602
C -0.25306 0.96746 0.32221
C -1.59156 0.76460 0.64657
C 0.52235 -1.35192 -0.14339
O 0.32926 -0.66207 -1.36784
C 0.78794 0.09284 -0.25910
H -0.39071 -1.66076 0.36421
H -2.31920 1.19832 -0.04800
H 1.36423 -2.04443 -0.11053
H 1.79896 0.48570 -0.31563
*
```



Record 4
Entry from the Open Molecules 2025 dataset: 2 unconnected molecules or ions with the total composition C4H4O2 (ωB97M-V/def2-TZVPD).

- HOMO-LUMO gap (spin up / spin down) (eV) = 8.5 / 7.9
- E_HOMO (spin up / spin down) (eV) = -9.30 / -9.43

The geometry in ORCA input format:
```
! RIJCOSX wB97M-V def2-TZVPD def2/J DEFGRID3
* xyz 0 1
C 0.62990 0.11530 2.35148
C 0.48486 -1.37947 1.95766
C 1.11034 -0.13694 1.02169
C 0.53830 0.52238 -0.25678
O 0.34437 0.94948 3.16546
O 1.50921 -1.44095 1.05986
H -1.67792 -1.52458 1.13907
H 1.06714 1.44569 -0.55511
H -0.64667 0.69130 -0.13610
H 0.66545 -0.25656 -1.08888
*
```



Record 5
Entry from the Open Molecules 2025 dataset: a molecular structure, C4H4O2 (ωB97M-V/def2-TZVPD).

- HOMO-LUMO gap (eV) = 9.2
- E_HOMO (eV) = -8.77

The geometry in ORCA input format:
```
! RIJCOSX wB97M-V def2-TZVPD def2/J DEFGRID3
* xyz 0 1
C 0.18848 -1.02541 0.10092
C -0.65955 0.14065 0.10887
C 1.37040 0.50330 -0.22119
C 0.21280 1.22118 0.08786
O -1.96041 0.20929 -0.13241
O 2.49344 0.52212 -0.58409
H -2.34003 -0.68126 -0.09998
H -0.01169 -1.82873 -0.60656
H 0.62858 -1.33377 1.04211
H 0.07799 2.27263 0.30446
*
```



Record 6
Entry from the Open Molecules 2025 dataset: C4H4O2 in the gas phase (ωB97M-V/def2-TZVPD).

- HOMO-LUMO gap (eV) = 9.7
- E_HOMO (eV) = -8.96
- SMILES = O=C=CCC=O

The geometry in ORCA input format:
```
! RIJCOSX wB97M-V def2-TZVPD def2/J DEFGRID3
* xyz 0 1
O -0.17025 2.27423 1.52979
C 0.33193 1.36709 0.99798
O -1.86110 0.35477 -0.24113
C -1.17573 -0.63043 -0.37851
C 0.31840 -0.54062 -0.60812
C 0.95555 0.34423 0.44083
H -1.61588 -1.64387 -0.31802
H 0.77423 -1.53536 -0.58086
H 0.47451 -0.14198 -1.62184
H 1.96834 0.15194 0.77988
*
```